{"formula": "C28H75N3O13", "method": "ωB97M-V with the def2-TZVPD basis set", "lumo_energy_ev": 0.020, "smiles": "COCCNCCOC.COCCNCCOC.COCCNCCOC.OCCO.OCCO.CCO.CCO.CCO", "energy_ev": -61325.3265, "gap_ha": 0.2945, "e_above_lowest_kj_mol": 820.9, "species": ["C", "O", "C", "C", "N", "C", "C", "O", "C", "H", "H", "H", "H", "H", "H", "H", "H", "H", "H", "H", "H", "H", "H", "H", "C", "O", "C", "C", "N", "C", "C", "O", "C", "H", "H", "H", "H", "H", "H", "H", "H", "H", "H", "H", "H", "H", "H", "H", "C", "O", "C", "C", "N", "C", "C", "O", "C", "H", "H", "H", "H", "H", "H", "H", "H", "H", "H", "H", "H", "H", "H", "H", "O", "C", "C", "O", "H", "H", "H", "H", "H", "H", "O", "C", "C", "O", "H", "H", "H", "H", "H", "H", "C", "C", "O", "H", "H", "H", "H", "H", "H", "C", "C", "O", "H", "H", "H", "H", "H", "H", "C", "C", "O", "H", "H", "H", "H", "H", "H"], "xyz": [[-3.89300, -24.63800, -21.90600], [-2.77200, -23.90600, -21.73600], [-2.74800, -23.06800, -20.62100], [-1.63000, -22.13900, -20.71200], [-1.06400, -21.63700, -19.46800], [-1.97900, -20.67700, -18.86100], [-1.37700, -20.04400, -17.67600], [-1.94600, -19.16400, -17.12100], [-3.30000, -19.44800, -16.58600], [-4.69600, -23.95200, -21.99600], [-3.98000, -25.38300, -21.09900], [-3.94800, -25.26000, -22.80000], [-2.64400, -23.63400, -19.68900], [-3.67400, -22.58400, -20.43700], [-1.92700, -21.32400, -21.38600], [-0.89200, -22.65000, -21.32300], [-0.84200, -22.43600, -18.84600], [-2.91800, -21.17900, -18.49800], [-2.30500, -19.93200, -19.58300], [-0.31700, -19.91700, -17.86800], [-1.42400, -20.85900, -16.93700], [-3.56500, -20.54800, -16.59200], [-3.92200, -18.75600, -17.18800], [-3.38700, -19.07800, -15.58000], [-2.13900, -29.05900, -16.07700], [-0.80500, -28.83600, -16.32800], [0.06400, -29.16500, -15.25000], [1.40600, -28.52600, -15.66000], [2.39100, -28.52300, -14.67500], [2.82000, -29.89200, -14.38700], [3.96400, -29.85400, -13.48000], [4.39500, -30.92500, -12.98700], [5.60100, -30.63500, -12.15300], [-2.55500, -28.39600, -16.83300], [-2.50600, -28.71000, -15.11800], [-2.42600, -30.08400, -16.28400], [0.16000, -30.24000, -15.01800], [-0.33700, -28.78900, -14.33600], [1.17100, -27.48600, -15.94100], [1.62200, -28.80300, -16.72500], [1.90400, -28.05900, -13.86200], [3.05000, -30.53300, -15.15300], [2.06500, -30.35700, -13.78300], [3.49800, -29.31300, -12.68400], [4.79900, -29.21400, -13.86400], [6.13200, -31.44300, -11.56300], [5.43700, -29.99200, -11.38500], [6.38400, -30.17500, -12.71700], [7.37400, -25.06600, -20.39900], [7.22300, -23.83500, -19.71800], [5.98700, -23.09300, -19.76000], [4.99500, -23.63600, -18.78300], [3.76900, -22.88600, -18.93200], [2.77900, -23.29300, -17.97100], [1.38700, -22.75000, -18.15400], [0.52200, -22.95800, -17.33700], [0.78900, -22.30300, -16.18600], [8.41700, -25.27500, -20.29600], [7.36300, -24.86200, -21.46000], [6.72500, -25.95800, -20.16800], [5.52400, -23.17000, -20.72400], [6.01200, -22.03500, -19.56300], [5.33500, -23.60900, -17.70800], [4.90700, -24.65100, -18.88100], [3.41000, -22.94500, -19.92100], [3.23000, -22.86000, -17.06500], [2.79900, -24.45300, -17.92600], [1.10100, -23.32500, -19.00600], [1.27100, -21.71400, -18.55400], [0.99100, -21.25100, -16.25100], [1.54200, -22.78100, -15.61400], [-0.15300, -22.28600, -15.61800], [5.63700, -26.55400, -17.10300], [5.47800, -27.78200, -17.77700], [4.12200, -28.09700, -18.05700], [3.48500, -26.95300, -18.68600], [4.93700, -26.40700, -16.45500], [6.08400, -27.88400, -18.68700], [6.13800, -28.59100, -17.24800], [3.71200, -28.24900, -17.07900], [4.05600, -28.99900, -18.70600], [2.54200, -26.93300, -18.57100], [-2.36600, -23.86500, -17.04100], [-2.60100, -24.85600, -16.05000], [-1.54300, -25.92100, -16.08700], [-0.29100, -25.24700, -16.09800], [-3.16300, -23.41900, -17.01300], [-2.61600, -24.52300, -15.04300], [-3.57600, -25.27900, -16.19900], [-1.62400, -26.62400, -16.94900], [-1.74700, -26.55400, -15.22300], [-0.49000, -24.39400, -16.45200], [2.51200, -24.15400, -22.29600], [2.67300, -25.19400, -21.32800], [3.89600, -25.76200, -21.30300], [1.51500, -23.66900, -22.23900], [2.65500, -24.55600, -23.22000], [3.34000, -23.42400, -22.10800], [2.04200, -26.09400, -21.58100], [2.48000, -25.00800, -20.24400], [3.92900, -26.37300, -20.56700], [4.15900, -23.99200, -14.91200], [3.13500, -25.04000, -14.98700], [3.74900, -26.22800, -15.24500], [4.80200, -24.11200, -14.00400], [3.81900, -22.94500, -15.02900], [4.81100, -24.13700, -15.72500], [2.48500, -24.83100, -15.78300], [2.48600, -25.12300, -14.16200], [3.25000, -26.98200, -15.45000], [-0.77100, -25.70700, -19.77600], [-0.17600, -26.85500, -19.15800], [0.87500, -26.65300, -18.24400], [-0.08200, -25.08500, -20.27000], [-1.19000, -25.14100, -18.85600], [-1.67400, -26.04500, -20.41100], [0.07100, -27.50300, -19.98200], [-0.98300, -27.41500, -18.62500], [0.59000, -26.37200, -17.36700]], "forces_ev_per_angstrom": [[-1.03, -1.65, 0.35], [2.40, 0.78, -0.94], [-0.80, -1.65, 1.49], [1.49, 1.06, -1.29], [-0.55, -0.10, -0.52], [-1.25, -1.35, -0.80], [6.05, -11.13, -3.40], [-7.96, 11.58, 6.54], [0.77, 0.64, -1.21], [-1.57, 0.34, 0.37], [-0.59, 0.31, 0.27], [0.83, 0.33, -0.37], [0.26, -0.57, 0.04], [-1.38, 0.77, -0.46], [0.17, 0.31, 0.42], [0.60, -0.22, 0.23], [-0.51, 0.88, -0.33], [0.29, 0.29, -0.49], [0.18, 0.11, -0.40], [0.43, 0.75, -0.10], [1.09, -1.53, 0.02], [0.34, 1.32, -0.34], [-0.29, -1.11, 0.17], [0.47, 0.07, 0.56], [-0.79, 0.53, -1.31], [1.57, -0.58, 1.01], [0.71, -0.33, -1.34], [-2.82, 1.13, -2.43], [0.64, -0.31, 0.55], [-0.92, 0.64, 2.16], [-0.45, 7.49, -1.11], [4.91, -7.37, 3.86], [0.38, -2.73, -1.21], [-1.03, -0.32, -0.05], [0.15, -0.11, 0.52], [-0.21, -0.31, 0.20], [-0.12, -0.03, -0.75], [-0.23, 0.97, 0.93], [-0.23, 0.07, 0.79], [0.59, -0.87, 1.17], [1.33, -0.96, -0.67], [0.08, -0.89, -2.87], [-0.80, -0.82, 0.06], [0.02, 1.68, 1.23], [-0.58, -0.03, -0.29], [-1.37, -0.25, -1.43], [-1.56, 2.40, 2.07], [0.27, 0.24, -1.06], [-0.39, 0.39, -0.73], [-0.45, 1.11, 0.86], [0.11, -1.63, 0.17], [0.42, 1.72, 1.65], [-1.04, 0.61, -2.06], [1.70, -0.74, 1.48], [7.15, 1.59, -10.70], [-7.61, -2.42, 7.58], [-2.24, 0.93, 3.27], [0.64, -0.67, 0.76], [-0.80, -0.11, -0.72], [0.41, 1.19, 0.22], [-0.13, -0.26, -1.01], [1.34, 0.48, 0.13], [-0.03, 0.74, -0.95], [-0.67, -2.92, -0.78], [0.51, -0.13, 1.38], [-0.36, -0.68, 0.31], [-0.54, 1.54, 0.35], [-0.40, -0.43, -1.63], [1.26, 0.00, 0.20], [0.58, 0.69, -0.83], [0.83, -0.46, 0.66], [0.26, -0.33, 0.26], [1.08, -0.25, -1.08], [5.10, -0.34, 0.74], [-2.69, -0.25, -0.94], [2.06, -0.74, -0.31], [-0.34, -0.12, 0.26], [-0.12, 1.40, -0.42], [-1.96, 0.63, -0.02], [-1.12, -0.51, 0.42], [-0.20, 0.38, 0.55], [-1.19, -0.27, 0.39], [2.02, -1.44, 0.65], [-0.13, -1.27, -0.61], [-0.43, -0.19, -0.98], [-0.03, -1.97, 1.10], [-2.30, 2.08, -0.52], [0.20, 1.24, 0.99], [-0.64, -0.55, -0.27], [0.04, 0.84, 0.35], [0.71, 0.09, 0.35], [0.37, 1.20, -0.79], [0.07, 3.43, 1.56], [-2.67, -3.72, 2.99], [3.83, -0.22, -1.16], [0.66, -0.19, 0.00], [0.34, -0.93, -2.84], [-0.79, -0.08, -0.37], [-0.78, 1.02, 0.09], [-0.79, 0.88, -0.69], [0.07, -0.21, 0.55], [1.12, 1.27, 1.71], [-1.10, 0.38, -0.53], [3.39, 0.07, 0.21], [-0.61, 0.31, -0.53], [-0.15, -0.62, 0.51], [0.93, -0.23, -1.14], [-1.13, 0.59, -1.40], [-0.66, 0.07, 1.68], [-1.71, -1.57, 0.19], [-3.72, 1.94, 1.80], [-0.87, -3.01, 1.00], [0.85, -0.09, -0.87], [0.71, 0.78, -0.99], [0.31, -0.12, -1.77], [1.57, 0.76, 0.75], [1.21, -0.76, 0.07], [0.45, 0.14, -0.32], [-0.52, 0.47, -0.09]], "lowdin_charge": [-0.149, -0.167, -0.270, -0.213, -0.015, -0.199, -0.479, -0.092, 0.006, 0.079, 0.091, 0.093, 0.103, 0.111, 0.130, 0.113, 0.093, 0.111, 0.134, 0.142, 0.111, 0.101, 0.105, 0.075, -0.136, -0.206, -0.179, -0.248, -0.053, -0.175, -0.423, -0.092, -0.021, 0.082, 0.089, 0.096, 0.126, 0.111, 0.103, 0.142, 0.167, 0.116, 0.120, 0.121, 0.150, 0.112, 0.044, 0.079, -0.105, -0.173, -0.184, -0.232, -0.049, -0.193, -0.410, -0.161, -0.090, 0.072, 0.076, 0.093, 0.102, 0.119, 0.135, 0.061, 0.116, 0.101, 0.144, 0.111, 0.147, 0.106, 0.073, 0.107, -0.053, -0.298, -0.227, -0.068, 0.028, 0.107, 0.149, 0.085, 0.143, 0.019, -0.031, -0.206, -0.218, -0.047, 0.051, 0.116, 0.125, 0.090, 0.117, 0.031, -0.068, -0.436, -0.058, 0.094, 0.049, 0.096, 0.132, 0.102, 0.055, -0.063, -0.348, -0.055, 0.104, 0.086, 0.041, 0.069, 0.110, 0.014, -0.076, -0.340, -0.073, 0.053, 0.094, 0.124, 0.118, 0.110, 0.046]}